No. 1
Computed, not measured: a molecular structure, C4H7O4Zn in a non-equilibrium geometry, with wB97M-V/def2-TZVPD.

## Properties
Total charge: +1
HOMO: -15.211 eV
F_max: 4.08 eV/Å
Kohn-Sham gap: 6.78 eV

Geometry as XYZ:
```
16
C4H7O4Zn | the OMol25 dataset | wB97M-V/def2-TZVPD
O 1.7020 -0.1971 2.2049
C 1.8553 0.4966 1.2288
O 2.8936 1.0164 0.7073
Zn 2.0075 1.3747 -0.9922
O 0.8060 0.6295 0.2825
C -0.3723 -1.3760 -1.2086
H -0.0283 -2.1761 -0.5381
H -0.9689 -1.8746 -1.9836
H 0.4987 -0.9035 -1.6818
C -0.5914 0.3281 0.6723
C -1.2736 -0.3160 -0.5092
O -1.1764 1.4875 1.1302
H -0.5495 -0.3571 1.5268
H -1.5823 0.4668 -1.2204
H -2.1771 -0.8035 -0.1185
H -1.0433 2.2044 0.4996
```

No. 2
Computed, not measured: 2 unconnected molecules or ions with the total composition C2F2N2O2 in a non-equilibrium geometry, with wB97M-V/def2-TZVPD.

## Properties
HOMO (spin up / spin down): -9.836 / -9.185 eV
Energy relative to the best compared isomer or geometry (same formula, charge and spin): 95.25 kcal per mole
F_max: 3.10 eV/Å
Kohn-Sham gap (spin up / spin down): 8.69 / 8.07 eV

Geometry as XYZ:
```
8
C2F2N2O2 | the OMol25 dataset | wB97M-V/def2-TZVPD
C -0.4544 -0.1328 0.9712
C -1.3561 0.8285 0.7018
N 0.3009 -1.0138 1.1972
N 1.5597 -0.6141 -1.3072
O 1.9474 -0.3233 -2.3567
O 1.6303 -1.4727 -0.5186
F -2.5018 0.7141 0.0500
F -1.1260 2.0139 1.2623
```

> Among the records above, which one has the lowest F_max?

C2F2N2O2

> Which of these has the lowest F_max?

C2F2N2O2

> Among the records above, which one has the lowest F_max?

C2F2N2O2

> Which of these has the lowest F_max?

C2F2N2O2